27
Properties=species:S:1:pos:R:3:forces:R:3 method="wB97M-V/def2-TZVPD" homo_lumo_gap_ha=0.3699 largest_force_ev_per_a=1.61 smiles="CC(C)(O)C=O.CCC(C)=O" e_homo_ev=-9.59 relative_energy_ev=0.892
C -1.53428 -3.79818 0.14403 0.63 -0.16 -0.79
C -2.32928 -2.86989 1.03923 -0.92 -0.01 0.43
C -1.43276 -1.99440 1.89439 -0.02 -0.41 0.32
C -0.56867 -1.02712 1.15034 -0.80 1.13 -0.82
C 2.33017 3.17637 -0.33716 0.25 0.04 0.19
C 1.14939 2.27771 -0.67765 0.00 0.04 0.17
C 1.60339 0.94363 -1.20149 0.07 -0.49 0.13
C 0.28556 3.01399 -1.71158 -0.14 -0.20 -0.38
H -0.97706 -3.19085 -0.58104 -0.08 -0.20 -0.04
H -2.19104 -4.46695 -0.43058 0.17 0.21 0.23
H -0.77221 -4.41458 0.64880 -0.48 0.22 0.15
H -2.99311 -3.43684 1.70815 0.23 0.18 -0.13
H -2.97659 -2.22855 0.39671 0.42 -0.30 0.42
H -0.42161 -0.11312 1.74956 0.08 -0.47 -0.23
H 0.39708 -1.47564 0.93689 0.12 -0.01 -0.11
H -1.09047 -0.75894 0.18223 0.81 -0.23 0.87
H 1.98608 4.12511 0.08505 0.07 -0.10 -0.05
H 2.95051 3.37541 -1.22052 -0.26 -0.02 0.09
H 2.98124 2.67876 0.39482 -0.29 0.12 -0.08
H 0.73443 0.29953 -1.35296 0.13 -0.01 -0.24
H 2.24557 0.46289 -0.46021 -0.06 0.07 0.03
H 2.17239 1.03993 -2.12323 -0.14 -0.01 -0.13
H -0.50917 1.81003 0.29224 0.39 -0.01 0.18
H -0.10356 3.99827 -1.34604 0.01 -0.29 -0.21
O -1.36880 -2.10217 3.09919 -0.18 -0.01 -0.29
O 0.38958 2.08264 0.54290 -0.20 0.47 -0.73
O 0.04322 2.59294 -2.82208 0.16 0.46 1.00

***

56
Properties=species:S:1:pos:R:3:forces:R:3 method="wB97M-V/def2-TZVPD" total_charge=-2 homo_lumo_gap_ha=0.2066 largest_force_ev_per_a=11.56 e_homo_ev=-1.49 relative_energy_ev=5.544
Pd -3.99484 -0.01583 -3.66392 -0.14 -0.49 0.00
Cl -5.04282 -2.01342 -1.34059 0.38 0.05 0.57
C -3.67073 -1.53625 -0.27252 -1.67 -0.64 -3.35
C -3.96253 -1.60479 1.02669 -0.30 -0.45 4.04
C -2.92142 -1.32378 1.94760 2.36 0.51 -5.72
C -1.59671 -1.03030 1.41333 -1.55 -0.95 0.86
C -1.44680 -1.01773 0.01652 4.29 0.65 -1.03
C -2.46823 -1.22886 -0.89476 -0.22 -0.19 0.96
P -2.39841 -1.15506 -2.74436 0.17 -0.36 -0.43
C -2.27981 -3.03525 -3.06714 3.33 0.07 3.12
C -3.13637 -3.57869 -3.90167 -5.80 3.83 -4.26
C -3.18539 -4.83105 -4.39910 4.25 -5.94 3.98
C -2.37599 -5.88474 -3.68526 1.47 11.17 2.57
C -1.47272 -5.27693 -2.55008 -1.96 -5.12 -3.55
C -1.35806 -3.95280 -2.37290 -6.55 -0.68 -4.64
C -0.70131 -0.37978 -2.84356 0.77 -2.19 0.95
C -0.83774 0.98102 -2.71048 -3.32 1.89 -1.65
C 0.28707 1.75822 -2.81723 2.11 2.32 1.87
C 1.56563 1.16471 -2.59128 2.16 3.62 -1.36
C 1.73775 -0.18969 -2.61201 0.12 -0.97 0.08
C 0.59751 -0.97176 -2.75568 -0.84 -0.94 -0.34
H -4.96839 -1.99507 1.41356 1.59 0.89 -0.81
H -3.03814 -1.35051 2.93063 -0.70 -0.21 4.15
H -0.72051 -0.98491 2.12763 -1.14 0.26 -1.11
H -0.29485 -0.85654 -0.50330 -3.44 -0.34 1.91
H -4.04243 -2.78969 -4.34646 2.76 -1.91 1.13
H -3.69336 -5.45660 -5.03706 -2.34 0.44 -2.18
H -2.71687 -6.79658 -3.68782 -1.01 -5.24 -0.35
H -0.89600 -6.13022 -2.11981 0.03 1.41 0.26
H -0.58877 -3.54523 -2.02772 6.19 3.13 4.09
H -2.04395 1.43448 -2.78067 3.59 -1.30 0.18
H 0.30083 2.92131 -2.81144 -0.45 -2.23 -0.12
H 2.57078 1.91613 -2.60841 -2.98 -2.20 0.22
H 2.72005 -0.69250 -2.53523 -0.62 0.57 0.03
H 0.78293 -2.08063 -2.79354 -0.65 1.18 -0.04
C -5.73030 0.97324 -4.37077 2.41 4.63 3.87
H -6.46660 0.69788 -4.99371 -2.82 -1.41 -2.23
H -5.32523 2.01097 -4.87294 -0.90 -1.97 1.19
H -6.30142 1.36275 -3.27907 1.38 -0.91 -2.90
F 1.82341 2.99371 3.39503 -0.89 -0.45 -0.36
C 2.78233 3.46042 4.17678 1.06 -1.24 0.14
C 3.67104 2.61953 4.78031 -0.19 0.06 -1.04
N 4.69792 3.17562 5.47866 2.00 -1.75 1.25
C 5.82735 2.20640 5.78262 -0.30 1.40 0.06
C 6.57936 1.73062 4.50513 -0.33 -0.37 -1.46
O 6.18804 2.15956 3.37525 0.33 -0.20 1.70
O 7.44689 0.87518 4.77198 -0.07 0.37 0.08
C 4.95699 4.51458 5.63693 -1.42 -0.30 -1.66
O 5.84473 5.02182 6.26996 0.75 0.08 0.69
N 4.07157 5.29526 4.89725 0.08 0.71 0.21
C 2.98394 4.88019 4.12599 -0.90 1.86 0.03
O 2.25331 5.70091 3.54089 1.29 -1.28 0.77
H 3.76063 1.47602 4.67517 -0.63 2.15 0.07
H 5.41888 1.33856 6.29176 -0.09 -0.02 0.08
H 6.51059 2.74094 6.45560 -0.18 -0.32 -0.25
H 4.29719 6.29518 4.95521 -0.47 -0.68 -0.25

***

12
Properties=species:S:1:pos:R:3:forces:R:3 method="wB97M-V/def2-TZVPD" total_charge=+3 homo_lumo_gap_ha="0.1908 / 0.1753" largest_force_ev_per_a=8.01 e_homo_ev="-21.64 / -21.48" relative_energy_ev=4.588
H 0.22760 1.83406 -0.03190 0.42 -0.28 1.21
C 0.67657 0.21368 -2.00774 0.60 -0.21 0.18
C 0.27472 0.71386 -0.88124 -0.05 -2.17 0.95
C 0.23803 0.53794 0.54098 -0.02 5.41 -1.44
C -0.98964 0.06728 1.27662 0.56 2.17 -0.33
O -0.57262 -1.11666 0.65771 -0.13 -7.92 1.22
Sc -0.00272 -2.95828 0.90824 -1.28 2.77 -0.48
H -0.01000 -0.38582 -2.61514 -0.14 -0.20 0.15
H 1.73856 0.00122 -2.16654 0.34 1.41 -1.13
H 1.19666 0.57889 1.06985 0.13 -0.80 -0.38
H -1.93206 0.46973 0.88461 0.00 -0.38 0.35
H -0.84509 0.04408 2.36454 -0.40 0.19 -0.29

***

74
Properties=species:S:1:pos:R:3:forces:R:3 method="wB97M-V/def2-TZVPD" total_charge=+2 homo_lumo_gap_ha="0.3109 / 0.2218" s_squared=2.03 largest_force_ev_per_a=0.41 e_homo_ev="-13.54 / -14.00" relative_energy_ev=0.482 spin_multiplicity=3
Au -0.85869 0.89430 1.79419 -0.35 -0.13 0.19
I 3.08543 3.66814 7.73591 -0.02 -0.04 -0.07
C 2.40483 2.67718 6.07588 0.07 0.10 0.18
C 3.31434 2.17489 5.13831 -0.14 0.01 0.00
C 2.83966 1.50763 4.04183 -0.04 -0.16 -0.16
I 4.14401 0.78042 2.61552 -0.10 0.03 0.08
C 1.40983 1.31059 3.83277 0.10 0.08 0.08
O 1.03376 0.69271 2.80303 0.19 -0.05 -0.04
C 0.49610 1.84338 4.82789 0.03 0.00 0.02
C -0.98746 1.57737 4.77360 0.11 0.01 0.00
N -1.62727 2.07694 3.53852 0.13 -0.07 -0.19
C -3.09090 1.89293 3.52502 -0.08 0.01 -0.02
C -3.64869 1.84845 2.12137 0.10 -0.01 0.04
C -4.93201 2.26423 1.82557 -0.07 0.03 0.02
C -5.40349 2.12024 0.52966 -0.02 0.00 -0.05
C -4.57711 1.57281 -0.44073 -0.01 0.00 0.00
C -3.30016 1.19145 -0.08175 0.00 0.02 0.10
N -2.85880 1.32639 1.17418 -0.09 -0.01 -0.18
C 1.00794 2.50190 5.90464 0.03 0.03 0.00
H 4.37712 2.31649 5.27378 0.00 0.02 0.03
H -1.45140 2.03577 5.64954 -0.03 0.00 0.02
H -1.17521 0.50325 4.82684 -0.02 -0.02 -0.04
H -1.40322 3.06114 3.41902 0.00 0.01 -0.01
H -3.59532 2.66990 4.10161 0.02 0.01 0.03
H -3.30601 0.93832 4.01077 0.02 -0.02 0.00
H -5.55558 2.69326 2.59911 0.02 -0.01 -0.01
H -6.40661 2.43837 0.27763 0.01 -0.01 0.01
H -4.90973 1.44830 -1.46132 0.00 0.00 0.01
H -2.60200 0.77159 -0.79431 0.01 0.00 0.02
H 0.33806 2.88751 6.66360 0.04 0.00 0.01
C 1.17813 1.05627 -5.24108 0.00 0.02 0.00
C 2.13651 1.61812 -4.17915 0.01 -0.02 0.00
C 2.49711 3.05616 -4.54968 0.00 -0.01 0.00
C 3.42193 0.77526 -4.14638 0.00 0.02 0.00
C 1.46392 1.53386 -2.81646 0.02 0.00 -0.04
C 1.22262 2.64031 -2.01093 -0.02 0.04 0.03
C 0.60446 2.46699 -0.78567 0.01 -0.08 0.00
N 0.22311 1.27729 -0.32279 0.06 0.11 -0.05
C 0.45210 0.19499 -1.07667 -0.04 -0.01 0.09
C 1.05805 0.29727 -2.31503 0.02 -0.06 -0.04
C 0.01612 -1.12023 -0.50749 -0.02 0.06 0.05
C 0.22943 -2.31447 -1.16995 0.03 0.01 -0.04
C -0.17907 -3.52992 -0.62373 0.00 -0.05 -0.02
C -0.80973 -3.47480 0.61409 -0.01 0.01 0.04
C -0.99639 -2.25151 1.22766 0.02 0.05 -0.05
N -0.59856 -1.09814 0.68604 0.06 0.06 -0.03
C 0.06968 -4.82564 -1.38168 0.01 0.01 -0.02
C -0.66236 -4.75122 -2.73195 0.00 -0.01 0.02
C -0.43580 -6.04391 -0.61046 0.00 0.00 0.00
C 1.58057 -4.97909 -1.62051 -0.01 0.00 0.02
H 1.64872 1.11620 -6.22323 -0.01 -0.01 0.02
H 0.24960 1.62974 -5.27589 0.01 -0.01 0.00
H 0.93006 0.00947 -5.05721 0.00 0.02 0.00
H 2.97118 3.06287 -5.53113 -0.01 0.01 0.01
H 3.20432 3.49422 -3.84207 -0.02 -0.01 -0.01
H 1.61341 3.69518 -4.60787 0.02 -0.01 0.00
H 3.92576 0.84209 -5.11145 -0.01 -0.01 0.01
H 3.21468 -0.27889 -3.95337 0.01 0.02 0.00
H 4.11006 1.13670 -3.37950 -0.01 -0.01 -0.02
H 1.50618 3.63582 -2.31918 -0.01 -0.01 0.01
H 0.41009 3.32020 -0.14629 -0.01 -0.01 0.00
H 1.22561 -0.58857 -2.90880 0.00 0.03 0.00
H 0.72740 -2.31152 -2.12737 -0.01 -0.02 0.02
H -1.15675 -4.36762 1.11263 0.00 0.01 -0.01
H -1.48461 -2.19105 2.19236 0.01 0.01 -0.01
H -1.73812 -4.62930 -2.59039 0.02 0.00 -0.01
H -0.49717 -5.67596 -3.28622 0.00 0.02 0.01
H -0.30022 -3.92620 -3.34805 -0.01 -0.02 0.01
H -1.51366 -6.00001 -0.44022 0.02 0.00 0.00
H 0.07036 -6.15608 0.35084 -0.01 0.00 -0.02
H -0.23375 -6.94254 -1.19314 -0.01 0.00 0.02
H 1.98407 -4.16844 -2.22972 0.00 -0.01 0.01
H 1.77118 -5.91434 -2.14816 0.00 0.02 0.00
H 2.12834 -5.00544 -0.67638 -0.01 0.00 -0.02

***

11
Properties=species:S:1:pos:R:3:forces:R:3 method="wB97M-V/def2-TZVPD" homo_lumo_gap_ha=0.3773 largest_force_ev_per_a=0.70 smiles=C#CC#C[C@H]1CO1 e_homo_ev=-9.48 relative_energy_ev=3.384
C 3.79868 -0.35189 0.23176 -0.68 0.16 0.00
C 2.60111 -0.41796 0.36559 0.52 0.14 -0.03
C 1.22748 -0.28997 0.41381 -0.43 0.14 -0.08
C 0.05435 -0.00633 0.34932 0.53 -0.07 -0.14
C -1.22409 0.57189 -0.00570 0.16 0.04 -0.02
C -2.39461 -0.22551 -0.38659 -0.13 -0.26 -0.22
O -2.33653 0.44552 0.86019 -0.21 0.00 0.19
H 4.82613 -0.13741 0.05769 0.06 -0.28 0.11
H -1.11466 1.56505 -0.43115 -0.05 -0.01 -0.07
H -2.34695 -1.30768 -0.31895 0.11 0.04 -0.01
H -3.09091 0.15428 -1.13598 0.12 0.10 0.26